Below is a 11-piece molecular cluster, C33H54F4O33 overall at a distorted geometry, with properties calculated with ωB97M-V with the def2-TZVPD basis set.

CARTESIAN COORDINATES (ANGSTROEM)
O 8.25 -15.79 10.71
C 9.33 -15.35 11.03
O 9.82 -15.39 12.21
C 11.03 -14.56 12.27
C 11.35 -14.40 10.82
F 12.28 -15.38 10.43
O 10.11 -14.68 10.29
H 10.66 -13.56 12.53
H 11.90 -14.87 12.85
H 11.80 -13.43 10.59
O 0.56 -16.71 9.94
C 1.53 -16.38 9.28
O 2.21 -17.19 8.53
C 3.23 -16.56 7.84
C 2.97 -15.09 8.22
F 2.26 -14.62 7.22
O 2.25 -15.17 9.34
H 4.22 -16.90 8.12
H 3.26 -16.77 6.77
H 3.89 -14.50 8.26
O 16.67 -12.50 17.16
C 16.17 -11.86 16.28
O 16.81 -10.98 15.55
C 15.91 -10.07 14.96
C 14.73 -11.06 14.77
F 14.83 -11.76 13.61
O 14.85 -11.89 15.87
H 15.65 -9.22 15.60
H 16.35 -9.63 14.07
H 13.77 -10.56 14.87
O 8.14 -10.65 12.97
C 8.21 -10.62 14.22
O 7.39 -11.32 15.04
C 7.64 -10.93 16.41
C 9.12 -10.35 16.28
F 10.06 -11.17 16.53
O 9.17 -10.01 14.89
H 6.99 -10.15 16.80
H 7.58 -11.74 17.13
H 9.28 -9.47 16.91
C 11.16 -24.99 14.05
O 10.94 -23.79 13.28
C 10.73 -22.67 13.78
O 10.55 -22.45 15.01
O 10.65 -21.77 12.70
C 10.32 -20.47 13.14
H 10.38 -25.06 14.81
H 12.08 -24.88 14.62
H 11.22 -25.89 13.45
H 10.20 -19.86 12.24
H 11.05 -20.00 13.79
H 9.42 -20.52 13.76
C 4.11 -15.50 14.16
O 4.32 -15.38 15.56
C 3.34 -15.20 16.46
O 2.11 -15.21 16.25
O 3.95 -14.89 17.64
C 3.33 -14.86 18.92
H 3.07 -15.75 13.94
H 4.64 -16.32 13.69
H 4.34 -14.52 13.74
H 4.09 -14.46 19.60
H 2.97 -15.82 19.28
H 2.41 -14.29 18.91
C 18.64 -13.58 10.58
O 17.45 -14.02 9.94
C 17.34 -13.85 8.64
O 18.27 -13.61 7.90
O 16.08 -13.80 8.30
C 15.74 -13.27 6.98
H 19.46 -14.19 10.21
H 18.70 -13.85 11.64
H 18.78 -12.50 10.51
H 16.11 -14.02 6.28
H 15.98 -12.24 6.76
H 14.67 -13.42 6.83
C 14.73 -20.27 16.23
O 15.82 -20.18 15.33
C 15.88 -19.16 14.44
O 15.01 -18.31 14.18
O 17.12 -19.36 13.83
C 17.58 -18.41 12.85
H 14.39 -19.34 16.68
H 14.89 -20.98 17.04
H 13.85 -20.66 15.73
H 18.59 -18.66 12.53
H 17.41 -17.40 13.21
H 16.97 -18.34 11.95
C 18.25 -22.46 7.64
O 17.39 -21.48 7.08
C 16.48 -20.85 7.81
O 16.41 -20.85 9.06
O 15.73 -20.07 6.98
C 14.63 -19.35 7.54
H 18.72 -23.02 6.83
H 17.93 -23.14 8.43
H 19.14 -22.03 8.10
H 14.79 -18.86 8.51
H 13.87 -20.13 7.65
H 14.31 -18.60 6.82
C 5.88 -20.79 9.32
O 5.33 -21.22 8.02
C 4.07 -21.64 7.85
O 3.17 -21.62 8.71
O 3.91 -21.75 6.59
C 2.62 -21.58 6.01
H 5.35 -19.88 9.59
H 6.92 -20.46 9.29
H 5.69 -21.58 10.04
H 2.15 -20.65 6.33
H 1.98 -22.46 6.02
H 2.69 -21.34 4.94
C 17.21 -9.18 9.31
O 15.95 -9.27 10.03
C 14.91 -8.92 9.35
O 14.96 -8.39 8.23
O 13.82 -9.29 10.06
C 12.48 -9.25 9.67
H 18.09 -9.55 9.84
H 17.42 -8.13 9.10
H 17.17 -9.62 8.32
H 12.34 -9.61 8.65
H 12.15 -8.23 9.87
H 11.87 -9.88 10.33

Results
Total charge = 0
E_HOMO = -10.39 eV
Maximum force = 6.9 eV/Å
Energy = -113528.321 eV
Kohn-Sham gap = 10.29 eV
Energy relative to the best compared isomer or geometry (same formula, charge and spin) = 115.96 kJ/mol

Here are the Mulliken charges for atoms 1 to 8, given in e: number 1, O, carries -0.659; number 2, C, carries 0.788; number 3, O, carries -0.325; number 4, C, carries -0.341; number 5, C, carries 0.282; number 6, F, carries -0.299; number 7, O, carries -0.310; number 8, H, carries 0.227



Below is a 23-piece molecular cluster, C33H55Cl42N2O4 overall at a distorted geometry, with properties calculated with ωB97M-V with the def2-TZVPD basis set.

CARTESIAN COORDINATES (ANGSTROEM)
C -0.79 -2.11 0.91
C 0.34 -1.48 0.12
N 0.87 -0.18 0.57
C 1.33 0.24 1.77
C 1.78 1.52 1.62
N 1.61 1.86 0.30
C 1.03 0.84 -0.30
C 1.83 3.14 -0.45
H -1.64 -1.45 0.91
H -0.50 -2.58 1.88
H -1.03 -2.99 0.31
H -0.02 -1.36 -0.87
H 1.19 -2.19 0.18
H 1.40 -0.46 2.58
H 2.33 2.13 2.35
H 0.69 0.80 -1.34
H 2.33 3.82 0.20
H 0.87 3.57 -0.76
H 2.44 3.03 -1.37
C 1.42 2.85 -5.47
C 0.81 3.96 -4.79
C 0.15 3.64 -3.47
O 0.04 4.56 -2.67
C -0.20 2.29 -3.24
C 0.46 1.20 -3.86
C 1.36 1.55 -5.11
O 1.94 0.55 -5.61
O 0.44 0.05 -3.41
O 0.76 5.19 -5.08
H 2.06 3.08 -6.33
H -0.67 2.06 -2.24
C -0.81 7.51 -1.38
Cl -2.41 7.67 -0.56
Cl 0.42 6.72 -0.41
H -0.87 6.92 -2.30
H -0.49 8.52 -1.61
C -3.90 -2.66 3.53
Cl -4.42 -1.83 4.98
Cl -4.61 -4.27 3.32
H -4.14 -1.99 2.68
H -2.86 -2.73 3.68
C -0.57 -6.07 -0.90
Cl -2.21 -5.38 -0.90
Cl -0.48 -7.43 0.15
H -0.27 -6.29 -1.91
H 0.21 -5.32 -0.65
C 1.57 6.38 4.56
Cl 0.91 5.13 3.44
Cl 3.02 5.83 5.35
H 1.80 7.22 3.90
H 0.76 6.58 5.24
C 4.61 5.06 -4.02
Cl 3.39 5.16 -2.82
Cl 6.18 4.81 -3.21
H 4.34 4.18 -4.61
H 4.72 6.06 -4.51
C -5.95 -6.95 -0.38
Cl -5.61 -7.27 1.34
Cl -7.42 -7.78 -1.00
H -6.08 -5.91 -0.49
H -5.12 -7.27 -0.95
C -3.00 0.52 -2.99
Cl -4.48 -0.11 -3.81
Cl -2.37 -0.53 -1.68
H -2.22 0.54 -3.75
H -3.18 1.55 -2.64
C -4.74 -3.07 -1.94
Cl -5.03 -4.52 -2.78
Cl -5.41 -3.17 -0.24
H -3.65 -2.93 -1.83
H -5.14 -2.18 -2.47
C 2.24 -2.94 5.89
Cl 1.72 -3.42 7.51
Cl 0.91 -2.27 4.91
H 3.07 -2.23 5.97
H 2.54 -3.81 5.41
C 0.38 -2.43 -4.98
Cl 1.36 -3.64 -5.92
Cl -0.02 -3.16 -3.42
H 1.02 -1.55 -4.92
H -0.55 -2.27 -5.54
C 3.23 -5.81 0.79
Cl 2.49 -4.55 -0.28
Cl 2.37 -5.97 2.32
H 3.14 -6.76 0.25
H 4.23 -5.44 0.95
C 4.92 -0.56 1.68
Cl 4.53 -0.09 3.38
Cl 4.90 -2.31 1.62
H 4.10 -0.19 1.03
H 5.90 -0.17 1.30
C -3.27 6.15 2.85
Cl -2.80 5.20 4.31
Cl -3.50 7.90 3.31
H -2.50 6.08 2.16
H -4.24 5.78 2.53
C -3.05 4.56 -3.15
Cl -3.85 4.04 -1.67
Cl -3.67 3.63 -4.55
H -3.37 5.61 -3.31
H -1.99 4.42 -3.07
C -2.08 1.86 2.98
Cl -1.74 0.24 3.58
Cl -2.06 1.97 1.19
H -3.05 2.20 3.37
H -1.31 2.55 3.34
C -2.26 -6.79 3.46
Cl -1.68 -8.09 4.46
Cl -1.07 -5.52 3.19
H -2.57 -7.16 2.50
H -3.10 -6.36 3.91
C 6.41 3.33 0.55
Cl 7.75 2.89 1.66
Cl 4.94 3.84 1.48
H 6.79 4.10 -0.09
H 6.18 2.52 -0.15
C 3.32 -5.88 -3.47
Cl 4.94 -6.10 -2.89
Cl 2.28 -7.19 -2.74
H 2.89 -4.94 -3.20
H 3.35 -6.07 -4.56
C 3.40 -0.84 -3.08
Cl 4.27 -2.41 -3.11
Cl 3.84 0.16 -1.64
H 3.78 -0.25 -3.96
H 2.31 -0.92 -3.18
C 1.03 1.01 6.40
Cl 0.84 2.71 6.90
Cl 2.38 0.85 5.24
H 1.33 0.33 7.25
H 0.08 0.70 5.88
C -6.05 1.05 0.79
Cl -6.17 0.23 2.40
Cl -6.55 2.73 0.83
H -5.00 1.07 0.49
H -6.74 0.55 0.11

Results
Total charge = -1
E_HOMO = -4.73 eV
Maximum force = 3.2 eV/Å
Energy = -572227.905 eV
Kohn-Sham gap = 6.23 eV

Here are the Mulliken charges for atoms 1 to 8, given in e: number 1, C, carries -0.543; number 2, C, carries 0.333; number 3, N, carries 1.237; number 4, C, carries -0.610; number 5, C, carries -0.893; number 6, N, carries 1.225; number 7, C, carries -0.435; number 8, C, carries -0.399



Below is C33H55CoNP2 as an isolated structure at a distorted geometry, with properties calculated with ωB97M-V with the def2-TZVPD basis set.

CARTESIAN COORDINATES (ANGSTROEM)
Co 0.87 2.95 -2.76
C 0.57 -0.32 3.62
C -0.74 0.18 3.86
C -0.88 -2.10 3.57
C 0.48 -1.73 3.45
C -1.64 -0.93 3.84
C 1.81 0.48 3.53
H 1.69 1.46 4.00
H 2.12 0.64 2.49
H 2.64 -0.04 4.04
C 1.60 -2.65 3.17
H 2.55 -2.22 3.50
H 1.68 -2.86 2.09
H 1.45 -3.61 3.69
C -1.40 -3.47 3.41
H -0.84 -4.17 4.06
H -1.31 -3.85 2.38
H -2.46 -3.53 3.70
C -3.10 -0.87 4.05
H -3.42 -1.63 4.78
H -3.65 -1.07 3.12
H -3.40 0.11 4.42
C -1.10 1.60 4.03
H -2.02 1.70 4.63
H -1.28 2.10 3.07
H -0.30 2.15 4.54
C 2.24 3.60 -3.68
C 2.27 4.19 -2.30
C 1.59 5.54 -2.08
C 0.06 5.42 -1.91
C -0.47 4.07 -2.33
C -0.47 3.68 -3.71
C 0.14 4.53 -4.79
C 1.71 4.41 -4.81
H 1.83 6.20 -2.92
H -0.44 6.24 -2.46
H 2.01 6.01 -1.18
H 2.17 5.41 -4.86
H 3.09 2.93 -3.91
H 3.31 4.26 -1.95
H 1.99 3.92 -5.75
H -0.23 4.16 -5.75
H -1.24 2.97 -4.03
H -0.17 5.58 -4.70
H -0.20 5.58 -0.85
H -1.25 3.67 -1.67
P 2.20 2.75 -0.83
P -1.81 -0.89 -1.01
C 0.16 1.11 -2.05
C -1.23 0.46 -2.19
H 0.41 1.16 -0.97
H 0.93 0.51 -2.56
H -2.00 1.25 -2.13
H -1.29 0.02 -3.20
C -3.20 -1.72 -1.75
H -3.81 -2.21 -0.97
H -2.85 -2.46 -2.48
H -3.84 -0.98 -2.26
C -2.26 -0.02 0.51
H -3.09 0.67 0.31
H -1.41 0.55 0.92
H -2.57 -0.75 1.27
C 3.84 2.00 -0.83
H 4.23 1.99 0.20
H 4.51 2.56 -1.49
H 3.73 0.97 -1.19
C 2.03 3.69 0.69
H 1.29 3.15 1.31
H 1.66 4.71 0.51
H 3.00 3.70 1.21
C -0.33 -6.04 0.55
N -1.45 -5.10 0.49
C -2.72 -5.78 0.76
C -1.49 -4.30 -0.73
C -0.31 -3.37 -0.88
C 0.92 -3.90 -1.25
C 2.10 -3.21 -0.98
C 2.02 -1.98 -0.31
C 0.78 -1.38 -0.10
C -0.40 -1.98 -0.61
H -0.24 -6.63 -0.38
H -0.51 -6.73 1.39
H 0.61 -5.51 0.72
H -2.61 -6.39 1.66
H -3.51 -5.03 0.92
H -3.02 -6.43 -0.08
H -1.54 -4.98 -1.62
H -2.43 -3.75 -0.70
H 0.95 -4.88 -1.74
H 3.06 -3.64 -1.25
H 2.93 -1.47 0.03
H 0.72 -0.45 0.46

Results
Total charge = +1
E_HOMO (alpha / beta) = -6.73 / -7.86 eV
Maximum force = 8.3 eV/Å
Energy = -92791.287 eV
Kohn-Sham gap (alpha / beta) = 4.18 / 1.80 eV
Energy relative to the best compared isomer or geometry (same formula, charge and spin) = 166.90 kJ/mol
Multiplicity = 5

Here are the Mulliken charges for atoms 1 to 8, given in e: number 1, Co, carries -0.305; number 2, C, carries 0.832; number 3, C, carries 0.319; number 4, C, carries 1.071; number 5, C, carries 0.613; number 6, C, carries 0.173; number 7, C, carries -1.534; number 8, H, carries 0.379



Below is a 2-piece molecular cluster, C33H55I2N6O4PS3 overall at a distorted geometry, with properties calculated with ωB97M-V with the def2-TZVPD basis set.

CARTESIAN COORDINATES (ANGSTROEM)
C 0.74 1.29 0.83
C -0.19 1.42 -0.12
C -1.06 0.29 -0.61
C -2.23 -0.02 0.06
C -2.55 0.80 1.29
I -4.10 2.25 0.89
C -2.84 -0.14 2.53
C -1.68 -0.06 3.55
I -4.60 0.47 3.66
C -3.06 -1.05 -0.39
O -4.24 -1.35 0.27
C -5.41 -1.02 -0.50
C -6.50 -0.29 0.31
O -7.10 0.67 -0.54
C -7.80 1.69 0.16
C -7.54 3.04 -0.56
C -2.67 -1.78 -1.49
C -3.52 -2.93 -1.99
C -3.42 -4.18 -1.01
N -4.63 -4.29 -0.19
N -3.32 -5.41 -1.83
N -2.21 -4.12 -0.22
C -1.50 -1.44 -2.14
C -0.68 -0.42 -1.75
N 0.53 -0.02 -2.43
S 0.27 1.38 -3.42
C 1.25 -1.06 -3.12
C 2.64 -0.91 -3.28
C 3.43 0.27 -2.75
C 3.14 0.62 -1.28
C 3.29 -0.57 -0.32
O 2.24 -1.51 -0.43
C 1.76 -2.02 0.81
C 3.34 -1.90 -3.97
N 4.78 -1.82 -4.15
C 2.74 -3.01 -4.51
P 3.64 -4.32 -5.42
O 3.32 -5.68 -4.95
C 1.37 -3.15 -4.37
S 0.44 -4.51 -5.08
C 0.67 -2.18 -3.68
S -1.09 -2.40 -3.58
H 1.64 1.90 0.72
H 0.65 0.62 1.69
H -0.38 2.39 -0.58
H -1.70 1.39 1.60
H -2.93 -1.18 2.23
H -2.02 -0.39 4.53
H -1.37 0.99 3.69
H -0.84 -0.69 3.26
H -5.86 -1.95 -0.85
H -5.19 -0.41 -1.38
H -7.28 -1.04 0.56
H -6.16 0.11 1.27
H -7.53 1.74 1.22
H -8.88 1.51 0.08
H -8.40 3.33 -1.16
H -7.22 3.83 0.13
H -6.70 2.87 -1.25
H -3.15 -3.32 -2.94
H -4.56 -2.65 -2.16
H -4.48 -5.00 0.52
H -5.36 -4.70 -0.77
H -4.05 -5.34 -2.54
H -2.43 -5.36 -2.33
H -1.88 -5.07 -0.03
H -2.38 -3.67 0.67
H 1.34 2.14 -3.08
H 4.50 0.14 -2.85
H 3.18 1.16 -3.35
H 2.19 1.13 -1.21
H 3.90 1.36 -0.98
H 4.23 -1.09 -0.60
H 3.45 -0.17 0.69
H 2.40 -1.79 1.66
H 1.68 -3.11 0.74
H 0.74 -1.63 0.97
H 5.04 -0.92 -4.54
H 5.20 -1.90 -3.23
H 3.18 -4.21 -6.76
H 5.03 -4.09 -5.35
H 0.17 -4.07 -6.32
C 6.10 2.48 2.71
C 5.00 3.53 2.63
N 3.91 3.31 3.57
C 2.76 4.17 3.32
C 2.93 5.68 3.49
C 4.29 3.17 4.96
C 5.05 4.34 5.62
H 5.70 1.48 2.55
H 6.85 2.68 1.94
H 6.62 2.50 3.68
H 4.59 3.51 1.62
H 5.46 4.53 2.76
H 1.93 3.83 3.94
H 2.44 3.98 2.29
H 2.94 5.97 4.54
H 2.09 6.20 3.03
H 3.84 6.06 3.02
H 4.91 2.27 5.06
H 3.40 2.95 5.55
H 5.82 4.75 4.98
H 5.54 3.99 6.53
H 4.38 5.14 5.92

Results
Total charge = 0
E_HOMO = -7.87 eV
Maximum force = 1.9 eV/Å
Energy = -110235.679 eV
Kohn-Sham gap = 7.79 eV

Here are the Mulliken charges for atoms 1 to 8, given in e: number 1, C, carries -0.762; number 2, C, carries -0.864; number 3, C, carries 0.136; number 4, C, carries 0.704; number 5, C, carries -1.495; number 6, I, carries 0.207; number 7, C, carries 0.214; number 8, C, carries -1.399